No. 1
{
  "formula": "C16H22BBrO2V",
  "method": "the ωB97M-V functional and the def2-TZVPD basis",
  "s2": 0.78,
  "gap_ev": [7.3537, 7.0081],
  "charge": 0,
  "e_lumo_ev": [-0.1, 0.2],
  "multiplicity": 2,
  "total_energy_ev": -117451.9155,
  "elements": ["C", "H", "C", "H", "H", "H", "H", "H", "C", "H", "C", "C", "H", "C", "H", "C", "H", "Br", "H", "H", "H", "C", "H", "B", "C", "H", "C", "H", "C", "H", "O", "H", "H", "C", "H", "C", "C", "H", "C", "C", "O", "V", "H"],
  "xyz": [[0.01, 0.83, -1.07], [3.83, -1.76, -2.01], [3.90, -1.30, -1.02], [-1.90, 3.65, -1.23], [-4.04, 1.75, 2.29], [-4.39, -0.80, 1.22], [4.61, -0.66, 1.85], [3.61, -3.51, 0.39], [2.68, -3.18, -0.10], [2.98, -2.32, 2.69], [-4.27, 1.49, 1.25], [-1.95, 1.56, -2.15], [1.30, -2.37, 2.09], [-4.85, 1.71, -0.99], [-5.27, 2.16, -1.90], [2.67, -1.66, -0.21], [1.81, -1.05, 3.16], [-1.53, 0.24, 1.63], [-4.41, 3.53, 0.27], [-1.24, -0.57, -2.36], [4.81, -1.70, -0.55], [3.76, -0.03, 1.57], [-5.11, -0.49, -1.37], [0.96, -0.16, -0.33], [-4.45, 2.44, 0.18], [0.04, 2.59, 0.36], [-1.52, 2.61, -1.22], [2.64, -3.61, -1.11], [-1.19, 0.40, -1.85], [0.80, 1.12, -1.79], [1.49, -1.27, -0.96], [-2.66, 1.72, -2.97], [3.48, 0.59, 2.43], [2.13, -1.71, 2.34], [1.83, -3.57, 0.47], [2.55, -0.85, 1.15], [-4.49, 0.16, 0.70], [4.06, 0.66, 0.77], [-4.81, 0.31, -0.69], [-0.51, 2.08, -0.42], [1.51, 0.13, 0.89], [-2.88, 1.09, -0.25], [4.02, -0.23, -1.15]]
}

***

No. 2
{
  "formula": "C16H22BBrO2Zr",
  "method": "the ωB97M-V functional and the def2-TZVPD basis",
  "gap_ev": [4.0929, 4.0935],
  "charge": 0,
  "e_lumo_ev": [-1.6, -1.6],
  "multiplicity": 1,
  "total_energy_ev": -93040.0195,
  "e_above_lowest_kcal_mol": 141.0,
  "elements": ["H", "H", "C", "H", "H", "H", "H", "C", "C", "H", "H", "Zr", "C", "H", "H", "H", "C", "H", "C", "H", "H", "H", "H", "C", "C", "O", "H", "C", "H", "C", "C", "H", "C", "C", "C", "H", "H", "H", "C", "C", "O", "Br", "B"],
  "xyz": [[2.32, 1.57, 1.57], [-1.82, -2.13, 0.42], [-0.05, 3.94, 1.38], [-0.42, -3.04, 2.16], [0.08, 4.48, -2.02], [1.65, -3.27, -1.91], [-0.51, 4.82, 0.90], [1.48, 2.26, 1.83], [-0.31, 2.43, -2.91], [-1.43, 0.47, -2.77], [0.59, -4.51, -1.17], [-0.59, 1.00, 1.22], [-0.65, 3.70, -2.35], [-1.91, -2.82, -1.21], [2.70, -3.65, 0.21], [1.74, 3.79, 0.11], [-0.57, 3.17, 2.49], [0.19, 1.25, 3.48], [-1.47, 1.58, -2.81], [0.75, -4.28, 1.63], [3.06, -2.32, 1.32], [-1.40, -3.85, 0.13], [-2.48, 4.39, -1.25], [-2.00, 3.66, -1.94], [1.18, 3.39, 0.97], [0.28, -1.20, -1.17], [-1.56, 3.41, 2.90], [-1.34, -2.83, -0.28], [1.27, -2.96, 2.71], [0.13, -2.51, -0.60], [1.03, -2.40, 0.71], [-0.02, -3.47, -2.47], [2.51, -2.60, 0.42], [0.41, 2.12, 2.85], [0.62, -3.23, 1.88], [-3.45, 1.94, -1.76], [2.87, -1.98, -0.41], [0.74, 2.05, -3.00], [-2.51, 2.36, -2.22], [0.63, -3.51, -1.60], [0.90, -1.03, 1.17], [-3.07, 0.34, 1.44], [0.46, -0.52, -0.04]]
}